The following is a quantum chemistry calculation of an isolated ion of composition C6H19N6OP and charge +2 in a non-equilibrium geometry, from the OMol25 dataset.

Its SMILES is C[C@@H](OP)[C@](C)([NH3+])/[NH+]=C(/N)N=C(N)N. As for the net charge: +2. For the HOMO energy, the calculation gives -15.45 eV.

Last columns: bonded neighbours and bond lengths (Å).
Cartesian coordinates (Å):
1 C 2.68 -1.21 -0.08  N7 1.319, N8 1.313, N11 1.325
2 C 1.50 0.79 0.37  N9 1.339, N11 1.354, N12 1.356
3 C -1.88 0.45 1.69  C5 1.531, H15 1.087, H16 1.081, H17 1.091
4 C -1.87 2.03 -0.93  C6 1.585, H18 1.064, H19 1.110, H20 1.080
5 C -1.39 -0.19 0.39  C3 1.531, C6 1.559, O13 1.378, H21 1.120
6 C -0.83 0.89 -0.58  C4 1.585, C5 1.559, N10 1.507, N12 1.476
7 N 3.04 -1.97 -1.10  C1 1.319, H22 1.005, H23 1.042
8 N 3.34 -1.40 1.04  C1 1.313, H24 0.994, H25 0.984
9 N 2.50 1.49 0.93  C2 1.339, H26 0.977, H27 0.982
10 N -0.51 0.15 -1.85  C6 1.507, H28 1.024, H29 1.133, H30 0.998
11 N 1.64 -0.41 -0.22  C1 1.325, C2 1.354
12 N 0.34 1.46 0.12  C2 1.356, C6 1.476, H31 1.092
13 O -2.39 -0.81 -0.32  C5 1.378, P14 1.743
14 P -3.81 -1.62 0.28  O13 1.743, H32 1.378, H33 1.458
15 H -2.82 0.99 1.72  C3 1.087
16 H -1.88 -0.23 2.53  C3 1.081
17 H -0.99 0.97 2.05  C3 1.091
18 H -1.54 2.58 -1.79  C4 1.064
19 H -2.03 2.59 0.01  C4 1.110
20 H -2.79 1.54 -1.17  C4 1.080
21 H -0.58 -0.96 0.56  C5 1.120
22 H 3.88 -2.51 -1.08  N7 1.005
23 H 2.70 -1.87 -2.08  N7 1.042
24 H 4.10 -2.03 1.02  N8 0.994
25 H 3.12 -1.01 1.92  N8 0.984
26 H 3.41 1.13 0.92  N9 0.977
27 H 2.28 2.25 1.50  N9 0.982
28 H -0.58 0.65 -2.75  N10 1.024
29 H -1.49 -0.40 -1.72  N10 1.133
30 H 0.18 -0.57 -1.84  N10 0.998
31 H 0.11 2.30 0.77  N12 1.092
32 H -4.00 -2.10 -1.00  P14 1.378
33 H -3.43 -2.98 0.67  P14 1.458